The following is a quantum chemistry calculation of C40H39B11Br7MnNO2P2 as an isolated structure, from OMol25.

Each line ends with the Mulliken spin population.
Element x y z (Å)
C: 0.183 -5.099 -2.288  0.01
H: 0.266 -3.081 -2.985  0.00
H: -0.152 -5.487 -3.239  0.00
H: 6.924 -2.678 1.984  0.00
B: -5.101 -3.641 1.512  0.00
H: -4.380 6.005 -3.048  0.00
H: -6.356 -0.189 1.992  0.00
B: -6.240 -2.376 1.001  0.00
C: 0.557 4.163 0.707  -0.02
C: 0.410 -3.744 -2.140  -0.03
P: 1.203 -1.508 -0.806  -0.19
Br: -5.446 5.503 -0.352  0.00
H: 2.926 -2.330 0.639  0.02
O: -0.747 1.274 -1.749  -0.09
C: 3.407 -1.605 -2.439  0.01
H: 0.923 -6.137 0.857  0.00
C: 1.972 1.344 4.557  0.00
C: 1.005 -4.109 0.187  -0.01
H: 1.676 4.810 -2.942  0.00
O: -1.782 1.510 0.107  -0.03
B: -3.700 -1.676 -0.016  0.02
H: -5.930 -0.514 -0.770  0.00
C: 2.387 -1.387 0.632  -0.03
C: -2.077 3.534 -2.919  0.01
C: -0.364 1.899 4.340  0.01
H: 5.241 1.356 -0.372  0.00
C: 4.673 -0.484 0.660  0.14
C: -0.267 1.810 2.964  0.00
C: -2.806 4.594 -3.420  0.00
C: -2.359 3.070 -1.629  -0.02
C: 7.427 -0.854 0.956  0.24
C: -1.633 1.963 -1.082  -0.06
C: 0.751 1.662 5.135  -0.02
Br: -5.604 -5.478 1.737  0.00
H: 1.870 0.602 -5.215  0.00
C: 4.128 -1.332 -3.588  0.00
C: 0.388 -5.959 -1.215  -0.02
B: -3.054 -1.659 1.595  -0.04
Br: -2.414 -1.315 -1.524  0.01
H: 5.109 -1.768 -3.726  0.00
H: -3.585 3.269 0.140  0.00
C: -3.368 3.649 -0.848  0.01
C: 1.362 4.623 -1.924  0.01
B: -5.373 -1.159 0.041  -0.01
H: 4.139 -0.328 -5.482  0.00
C: 6.538 -1.815 1.461  -0.01
C: -5.641 -0.945 1.705  0.00
H: 3.051 1.030 2.752  0.01
H: -7.391 -2.532 0.828  0.00
Br: -5.272 -3.827 -1.785  0.00
C: 3.578 -0.525 -4.579  0.00
H: 3.439 1.803 0.603  -0.01
C: 0.796 -5.466 0.019  0.00
C: 2.132 -1.050 -2.273  -0.04
B: -4.287 -1.136 2.716  -0.01
H: 0.218 -7.019 -1.338  0.00
H: 7.638 1.016 -0.092  0.00
C: 5.596 0.491 0.165  0.13
C: 2.833 1.024 0.137  -0.05
H: -2.613 4.970 -4.414  0.00
H: 8.493 -0.994 1.071  0.00
C: 0.836 -3.250 -0.902  -0.04
C: 1.384 3.336 -1.423  -0.01
C: 2.305 0.003 -4.427  0.00
C: 0.930 5.676 -1.123  -0.02
H: 0.668 1.730 6.211  0.00
H: 0.577 0.148 -3.177  0.03
H: -6.277 -2.499 3.578  0.00
H: 4.518 -2.364 1.768  0.00
H: -1.308 3.060 -3.512  0.00
H: 0.261 3.998 1.733  0.00
C: 0.526 5.447 0.183  0.00
H: 1.688 2.521 -2.068  -0.01
C: 1.576 -0.255 -3.273  -0.01
C: 0.991 3.106 -0.097  -0.06
H: 3.822 -2.280 -1.699  -0.01
C: 5.188 -1.648 1.319  0.15
H: -4.130 -0.465 3.672  0.00
H: 2.839 1.172 5.180  0.00
B: -3.513 -3.206 0.863  0.03
H: 1.810 -1.311 1.560  0.00
H: -3.931 0.748 0.999  0.00
C: 0.963 1.492 2.375  -0.06
C: -3.806 5.179 -2.650  0.01
C: 6.941 0.293 0.307  0.00
C: 2.085 1.259 3.179  -0.02
N: 3.338 -0.289 0.530  0.34
H: 0.914 6.682 -1.522  0.00
B: -3.868 -2.859 2.583  0.00
C: -4.087 4.708 -1.369  0.00
H: 1.256 -3.740 1.174  0.00
Br: -2.192 -4.510 0.336  0.00
Br: -2.930 -3.784 3.998  0.00
B: -5.571 -2.357 2.651  0.00
H: -1.312 2.149 4.796  0.00
B: -4.171 -0.399 1.102  0.07
Br: -1.076 -1.237 1.788  -0.06
H: 0.195 6.268 0.804  0.00
B: -4.968 -2.885 -0.129  0.00
Mn: -0.618 0.002 -0.319  3.75
P: 1.098 1.461 0.596  0.01
H: 2.897 1.147 -0.950  -0.01
H: -1.144 1.985 2.352  0.00

Computed properties:
net charge = +3
HOMO-LUMO gap (spin up / spin down) = 3.82 / 3.75 eV
<S²> = 6.424
spin multiplicity = 5
E = -595318.9254 eV

The following is a quantum chemistry calculation of C40H39CaN5O10 as an isolated structure, from OMol25.

Each line ends with the Mulliken charge.
Element x y z (Å)
C: 2.154 -1.980 0.186  -0.29
H: 5.200 -1.336 -2.096  0.18
O: 0.540 5.833 -0.545  -0.40
H: 6.253 -2.941 -2.023  0.29
C: -3.284 -3.137 3.612  -1.05
N: 0.866 3.476 0.523  0.23
C: -1.936 2.872 -3.126  -0.59
C: 1.673 5.193 -0.935  0.66
H: -3.003 2.074 -0.014  0.28
H: 1.305 -2.119 0.831  0.40
C: 3.876 3.664 -1.657  -1.12
C: -2.733 2.903 -1.996  -1.06
C: -0.558 1.271 -2.013  0.46
H: -0.914 -0.790 4.027  0.48
H: 2.451 6.659 -2.296  0.44
H: -3.577 -0.086 4.394  0.64
H: -2.598 -5.276 -0.756  0.42
C: 2.969 3.174 -0.730  0.09
C: 5.558 -3.483 -0.312  0.57
H: -4.071 -6.566 -2.378  0.36
O: -2.415 2.015 3.931  -0.81
H: 4.920 2.304 3.454  0.43
C: -2.134 -3.507 -3.606  -0.45
C: -2.399 1.123 3.091  -0.24
H: 3.202 0.012 -2.349  0.33
C: -1.845 -1.252 3.716  -0.01
C: 3.211 -0.782 -1.613  -1.10
N: 0.957 -0.168 -0.882  1.84
C: 3.629 0.601 3.835  -0.65
H: 4.407 5.318 -2.918  0.39
H: -1.730 -5.873 -2.191  0.29
H: -4.869 -1.122 2.683  0.54
H: 1.081 0.145 -2.931  0.52
O: 5.682 -4.189 0.647  -0.55
H: -3.622 3.516 -1.954  0.54
H: 3.334 -3.543 1.059  0.53
H: 3.388 3.343 1.854  0.49
O: 6.496 -3.504 -1.283  -0.49
O: -3.735 -5.295 -3.915  -0.39
C: 3.282 -2.762 0.313  -0.94
O: -3.049 -0.760 0.127  -0.55
H: -4.270 -3.302 -3.789  0.34
C: 2.464 -0.035 3.548  -0.99
H: 2.189 -0.959 4.041  0.49
H: -4.623 -4.895 -2.092  0.31
H: 1.141 7.806 -0.794  0.38
H: -0.152 2.072 1.601  0.96
O: 0.566 -0.188 2.164  0.50
N: -2.148 -3.809 -2.178  0.36
H: -3.209 -2.879 1.394  0.61
C: 3.993 1.814 3.186  -0.89
C: 3.151 2.379 2.285  -0.71
O: -1.845 1.177 1.937  -0.77
C: 1.871 3.934 -0.350  -0.04
C: -3.005 -0.249 3.484  0.20
H: 4.300 0.186 4.577  0.45
C: -0.835 2.026 -3.146  -1.14
C: -1.460 -3.070 -1.333  -0.17
C: -3.827 -1.000 2.393  0.03
C: 0.312 7.140 -1.041  -1.01
C: 2.093 -0.984 -0.795  -0.25
C: 4.345 -1.560 -1.467  -1.24
H: -0.014 3.960 0.405  0.48
N: -1.316 1.325 -0.911  0.80
H: 3.105 2.194 -0.298  0.56
Ca: -1.192 -0.367 0.858  2.22
N: -0.880 -2.425 -0.570  -0.43
C: 2.588 5.683 -1.852  -0.39
C: 3.693 4.921 -2.209  -0.89
C: -3.062 -2.329 2.319  0.04
H: -0.589 7.493 -0.549  0.26
H: -4.325 -3.106 3.929  0.39
H: -0.204 1.951 -4.023  0.55
H: -2.172 3.484 -3.987  0.49
H: -1.506 -3.039 4.900  0.34
C: -3.824 -5.515 -2.519  -0.65
C: 1.893 1.776 1.985  0.75
C: -2.505 -5.184 -1.836  -0.51
C: 0.847 2.421 1.341  -0.68
H: -3.454 -3.832 -5.281  0.35
C: -3.471 -3.934 -4.197  -0.67
O: -1.698 -1.895 2.437  -0.57
H: 4.727 3.059 -1.941  0.45
C: -2.389 2.106 -0.906  -0.42
H: 0.158 7.130 -2.123  0.39
C: 0.589 0.358 -1.975  -0.88
H: -2.843 -2.042 5.492  0.41
C: -3.840 -0.281 1.008  -0.28
C: 4.389 -2.572 -0.513  1.15
C: 1.560 0.475 2.552  -0.47
C: -2.339 -2.404 4.598  -1.06
H: -1.980 -2.438 -3.746  0.36
O: -4.638 0.643 0.851  -0.82
H: -1.326 -4.059 -4.100  0.29
H: -2.994 -4.179 3.475  0.34

Computed properties:
energy above the lowest of the compared OMol25 structures with the same formula, charge and spin = 40.4 kcal per mole
HOMO-LUMO gap = 7.01 eV
E = -88480.2390 eV